# 1
A molecular structure, C54H69O5Sc. Source: OMol25; level of theory: wB97M-V/def2-TZVPD.

Structure (XYZ):
```
129
Properties=species:S:1:pos:R:3:forces:R:3
Sc 0.1341 -2.4473 -0.1241 0.01 -0.08 0.13
C -2.9463 -3.3944 0.1410 0.04 0.16 -0.08
O -2.0700 -2.2794 -0.0843 -0.14 0.07 -0.06
C -2.6205 -0.9939 0.0495 0.02 -0.23 0.11
C -2.8651 -0.5102 1.3297 0.02 0.06 0.09
C -2.4124 -1.2267 2.5909 -0.04 0.03 -0.06
C -1.0956 -0.6594 3.0831 -0.11 0.08 0.11
C -1.0891 0.4307 3.9393 -0.03 0.04 -0.01
C 0.0852 1.0447 4.3729 -0.02 -0.07 0.00
C 1.2758 0.4964 3.9149 0.05 0.00 -0.02
C 1.3153 -0.5994 3.0560 0.11 0.11 0.13
C 2.6493 -1.1040 2.5427 0.05 0.05 -0.06
C 3.0441 -0.3750 1.2695 0.03 0.05 0.12
C 3.5434 0.9156 1.3589 -0.05 0.03 0.01
C 3.7555 1.7153 0.2388 0.03 -0.01 0.06
C 3.4480 1.1764 -1.0034 -0.04 0.03 -0.04
C 2.9704 -0.1235 -1.1500 -0.06 0.14 -0.04
C 2.5583 -0.6178 -2.5184 0.05 0.01 0.03
C 1.2657 -0.0257 -3.0437 0.15 0.14 -0.14
C 1.2207 0.7146 -4.2147 -0.02 -0.05 -0.05
C 0.0155 1.1227 -4.7938 0.02 0.01 0.10
C -1.1602 0.6893 -4.1875 0.01 -0.10 -0.05
C -1.1542 -0.0595 -3.0127 -0.19 0.13 -0.17
C -2.4171 -0.6976 -2.4679 -0.04 0.02 0.04
C -2.8287 -0.2333 -1.0888 0.03 0.16 -0.06
C -3.3762 1.0367 -0.9261 0.02 0.01 -0.02
C -3.7053 1.5447 0.3236 -0.04 -0.01 0.05
C -3.4360 0.7492 1.4351 0.05 0.05 0.01
C -4.2898 2.9420 0.5282 0.06 -0.03 -0.01
C -5.6055 2.8462 1.3110 -0.04 -0.01 0.01
C -4.5684 3.6469 -0.7974 -0.01 0.06 -0.07
C -3.2846 3.7841 1.3282 0.01 0.03 0.02
C 0.0640 -0.3172 -2.3956 0.07 -0.22 0.54
O 0.0904 -0.9068 -1.1989 -0.02 0.56 -0.78
C 0.0337 1.9815 -6.0582 0.00 -0.08 0.02
C 0.7937 1.2458 -7.1701 0.01 -0.01 -0.08
C 0.7382 3.3112 -5.7601 0.04 0.02 0.03
C -1.3751 2.2890 -6.5622 -0.07 0.02 -0.04
C 2.8153 -0.8844 -0.0030 0.00 -0.22 0.13
O 2.3309 -2.1993 -0.1168 0.13 0.12 -0.10
C 3.2667 -3.2657 0.1059 -0.08 0.16 -0.06
C 4.2539 3.1468 0.4318 -0.05 -0.04 -0.01
C 3.2175 3.9226 1.2590 -0.02 0.04 0.01
C 5.5921 3.1365 1.1820 0.04 -0.01 0.00
C 4.4522 3.8667 -0.8997 0.01 0.08 -0.06
C 0.1223 -1.1890 2.6341 0.01 -0.41 -0.21
O 0.1406 -2.2504 1.8140 -0.02 0.18 0.81
C 0.0201 2.2638 5.2948 -0.02 -0.03 -0.09
C 1.4117 2.8094 5.6105 0.06 0.04 0.02
C -0.6681 1.8891 6.6128 -0.01 -0.04 0.05
C -0.7891 3.3725 4.6064 -0.02 0.05 -0.03
H -3.8916 -3.0358 0.5425 -0.03 -0.03 0.02
H -3.1055 -3.9040 -0.8089 -0.03 -0.03 -0.01
H -2.4661 -4.0695 0.8462 0.00 -0.07 0.02
H -3.1673 -1.0728 3.3637 -0.03 -0.01 0.00
H -2.3187 -2.2985 2.4289 0.05 -0.01 0.00
H -2.0482 0.8152 4.2750 0.03 0.00 0.01
H 2.2233 0.9227 4.2232 -0.03 0.00 0.01
H 3.4101 -0.9083 3.3005 0.02 -0.01 0.00
H 2.6069 -2.1799 2.3879 -0.06 -0.01 0.00
H 3.7266 1.3170 2.3497 0.01 0.01 -0.03
H 3.5525 1.7716 -1.9030 0.00 -0.01 0.03
H 3.3518 -0.4009 -3.2366 0.02 0.04 0.03
H 2.4557 -1.7045 -2.4844 -0.04 -0.02 -0.03
H 2.1616 0.9534 -4.7013 -0.02 0.02 0.00
H -2.1196 0.8998 -4.6454 0.02 0.01 0.01
H -3.2296 -0.5035 -3.1713 -0.02 0.05 0.03
H -2.2757 -1.7801 -2.4460 0.05 -0.03 -0.03
H -3.5265 1.6315 -1.8190 0.00 0.00 0.03
H -3.6327 1.1296 2.4317 0.00 0.02 -0.03
H -6.3404 2.2480 0.7673 0.02 0.02 0.01
H -5.4601 2.3899 2.2916 0.00 0.01 -0.02
H -6.0229 3.8445 1.4654 0.01 -0.02 0.00
H -5.2683 3.0826 -1.4180 0.00 0.00 0.03
H -5.0114 4.6255 -0.6008 0.01 -0.01 -0.01
H -3.6548 3.8083 -1.3741 -0.01 -0.01 0.03
H -3.0871 3.3468 2.3087 -0.01 0.01 -0.03
H -2.3304 3.8585 0.8014 -0.03 -0.01 -0.01
H -3.6755 4.7937 1.4808 0.01 -0.02 0.00
H 1.8264 1.0385 -6.8858 -0.02 0.02 0.01
H 0.3147 0.2916 -7.4012 -0.01 0.03 0.01
H 0.8156 1.8489 -8.0820 -0.01 -0.01 0.02
H 1.7734 3.1516 -5.4517 -0.03 0.00 -0.01
H 0.7436 3.9471 -6.6494 0.01 -0.01 0.01
H 0.2292 3.8473 -4.9560 0.00 -0.01 -0.02
H -1.9163 1.3805 -6.8371 0.03 0.01 0.00
H -1.9659 2.8230 -5.8144 0.04 0.00 -0.01
H -1.3140 2.9214 -7.4504 0.00 -0.01 0.00
H 4.2049 -2.8507 0.4664 0.05 -0.04 0.02
H 2.8430 -3.9426 0.8456 0.01 -0.06 0.02
H 3.4167 -3.7938 -0.8347 0.04 -0.03 -0.01
H 3.0816 3.4799 2.2480 0.01 0.01 -0.02
H 3.5415 4.9579 1.3947 -0.01 -0.02 0.00
H 2.2449 3.9272 0.7618 0.03 0.00 -0.01
H 5.5027 2.6662 2.1627 -0.01 0.01 -0.02
H 6.3524 2.5923 0.6169 -0.02 0.01 0.00
H 5.9448 4.1599 1.3328 -0.01 -0.02 0.00
H 3.5156 3.9663 -1.4531 0.01 -0.01 0.03
H 4.8354 4.8724 -0.7142 -0.01 -0.01 -0.01
H 5.1719 3.3480 -1.5372 0.00 0.01 0.03
H 2.0295 2.0693 6.1242 -0.02 0.01 0.00
H 1.9366 3.1224 4.7043 -0.03 -0.01 0.01
H 1.3280 3.6816 6.2626 -0.02 -0.02 -0.01
H -0.1138 1.1033 7.1305 0.00 0.01 -0.02
H -0.7298 2.7581 7.2738 0.01 -0.01 -0.02
H -1.6831 1.5249 6.4428 0.02 0.01 0.00
H -0.3411 3.6451 3.6477 0.01 -0.02 0.02
H -1.8164 3.0561 4.4140 0.03 0.00 0.01
H -0.8293 4.2671 5.2341 0.01 -0.03 0.00
C -1.7684 -7.1398 -1.1985 -0.03 0.03 -0.02
C -0.8026 -6.8654 -0.0775 -0.02 -0.03 0.01
C 0.5674 -6.8571 -0.3095 0.04 -0.05 -0.03
C 1.4640 -6.6139 0.7184 0.00 0.02 0.06
C 1.0025 -6.3471 2.0018 0.00 0.00 -0.06
C -0.3637 -6.3460 2.2462 0.02 -0.01 -0.01
C -1.2534 -6.6173 1.2151 -0.02 0.04 0.00
H -1.9600 -8.2098 -1.3070 0.03 0.00 0.02
H -1.3775 -6.7763 -2.1494 0.01 0.00 0.02
H -2.7300 -6.6552 -1.0216 0.01 0.00 0.02
H 0.9362 -7.0240 -1.3155 -0.01 -0.01 0.02
H 2.5285 -6.6240 0.5153 -0.01 0.01 0.00
H 1.6997 -6.1428 2.8045 0.00 0.00 0.00
H -0.7373 -6.1375 3.2407 0.00 0.00 0.00
H -2.3199 -6.6267 1.4154 0.00 0.00 0.00
C 0.0895 -4.0383 -2.6808 0.01 -0.07 0.15
O 0.1456 -3.9381 -1.2839 -0.04 -0.62 -0.54
H -0.8965 -4.3811 -3.0165 -0.04 -0.02 0.01
H 0.8276 -4.7549 -3.0598 0.03 -0.03 0.03
H 0.2826 -3.0769 -3.1763 0.01 0.03 -0.01
```
Positions in Å, forces in eV/Å.

Gap between HOMO and LUMO = 8.078 eV
Lowest unoccupied orbital energy = 0.53 eV
Total charge = 0
Relative energy (zero: lowest compared OMol25 entry of this formula, charge and spin) = 33.4 kJ/mol

Löwdin population analysis, charges in e, atoms 1 to 4: 0.958, -0.008, -0.228, -0.178



# 2
5 unconnected molecules or ions with the total composition C54H70BrCl2FO13 at a distorted geometry. Source: OMol25; level of theory: wB97M-V/def2-TZVPD.

Structure (XYZ):
```
141
Properties=species:S:1:pos:R:3:forces:R:3
C -1.1488 -2.8031 2.5733 -0.94 -1.07 0.35
C -2.5495 -3.3113 1.9232 0.40 -0.70 0.38
C -2.4641 -3.6049 0.3470 -0.86 0.21 0.03
C -2.2402 -2.3202 -0.5713 1.63 2.65 -2.25
C -0.7973 -2.1095 -1.1943 -0.96 2.19 -1.35
C 0.4180 -3.1127 -0.8844 -0.77 0.35 0.16
C 0.4383 -4.4183 -1.8097 1.88 -3.01 2.61
O 0.9628 -5.4648 -1.2964 -2.12 3.95 -2.23
C -0.4716 -0.9065 -2.1516 -2.83 -0.20 1.08
C -1.5951 0.1468 -2.5260 -0.26 -2.49 2.10
C -2.9960 -0.0182 -1.8876 2.15 -1.69 -0.16
C -4.1405 1.0659 -2.2132 -0.55 -0.05 0.93
C -4.3926 1.8811 -0.8254 3.99 2.06 0.80
O -3.3806 2.4851 -0.3748 -5.37 -2.67 -1.31
F -5.6519 1.9616 -0.1713 2.59 -0.30 -1.70
C -3.2958 -1.2397 -0.9262 1.56 -0.34 -1.12
C -4.7575 -1.3674 -0.2965 0.27 1.80 3.34
Cl -6.1714 -2.2127 -1.0745 1.96 0.90 0.51
C -4.9571 -0.7707 0.9978 0.87 -0.72 -2.08
C -3.8104 0.0346 1.7915 -0.49 0.19 0.41
Cl -6.5906 -0.8465 1.8639 2.26 0.04 -1.23
C -1.1682 1.3052 -3.5489 -0.30 1.12 -1.49
O -1.8677 1.7212 -4.5077 2.03 -1.70 3.63
C 0.3124 1.9140 -3.3072 2.08 0.08 0.69
C 0.5795 3.4514 -3.4875 1.42 -2.48 0.52
O -0.5210 4.2405 -3.9077 3.06 -0.77 1.43
C -0.8516 5.2928 -2.9521 -2.53 0.75 0.25
C -2.1978 4.8289 -2.1423 0.88 -0.21 0.51
C -1.9497 5.2651 -0.6052 0.64 -0.96 -0.90
C -3.5396 5.4182 -2.7944 -0.60 0.11 -0.69
C -4.0362 4.5907 -4.1122 -0.08 -0.07 -0.20
C -4.8071 5.4770 -1.8042 -0.08 0.14 -0.84
C 2.0277 3.9500 -3.2173 -0.43 -3.90 0.54
Br 2.5150 5.8481 -3.4384 -0.45 -1.83 0.17
C 3.1492 2.9348 -2.7657 -3.10 -1.06 -0.58
C 2.8762 1.3915 -2.5983 -2.43 1.63 -0.81
C 3.9970 0.3349 -2.1498 0.02 0.23 -0.61
C 5.1472 0.9411 -1.2049 0.90 -0.90 0.73
C 5.0453 0.5125 0.3316 -0.51 -0.37 3.96
C 5.3132 -0.9321 0.8820 -0.90 2.60 2.24
C 5.1985 -1.2290 2.4280 -0.56 3.26 -0.72
C 4.8294 -0.1184 3.4816 0.26 0.76 -4.57
C 4.5517 1.3255 2.9276 0.97 -2.59 -2.18
C 4.6681 1.6154 1.3964 0.48 -3.03 0.93
C 1.4309 0.8819 -2.8910 0.17 3.16 -0.32
C 0.9936 -0.6729 -2.7986 0.70 -0.60 -0.63
O 1.7244 -1.6027 -3.2320 -2.54 3.16 1.73
H -1.4039 -2.3713 3.6142 0.63 -0.35 -1.74
H -0.5523 -3.7729 2.7896 -0.71 1.89 -0.53
H -0.5739 -2.0778 1.9040 -0.85 -0.84 1.09
H -3.4429 -2.6486 2.1810 1.36 -0.80 -0.55
H -2.7600 -4.3348 2.4283 0.28 1.65 -0.89
H -3.4627 -4.0930 0.0353 1.49 0.82 0.39
H -1.6564 -4.4074 0.1910 -1.10 1.42 -0.01
H 1.4418 -2.5753 -0.9438 -1.79 -0.88 -0.20
H 0.3265 -3.4711 0.2041 0.15 0.34 -1.74
H 0.0020 -4.4999 -2.8668 0.49 0.61 1.34
H -5.0955 0.6059 -2.6373 1.33 0.39 0.81
H -3.8002 1.8699 -2.9653 -0.24 -1.36 1.28
H -4.2990 0.8663 2.4334 0.67 -1.37 -1.27
H -3.0368 0.5185 1.0988 -1.32 -0.83 0.85
H -3.2239 -0.6197 2.5314 -1.06 0.69 -1.20
H -1.1949 6.2009 -3.5862 1.10 -1.32 1.03
H -0.0215 5.5519 -2.2133 -1.03 -0.49 -1.27
H -2.1783 3.6695 -2.1999 -0.32 1.90 0.12
H -1.1243 4.5542 -0.2053 -1.34 1.18 -0.53
H -1.4884 6.3109 -0.6075 -1.02 -1.25 0.33
H -2.8546 5.1409 0.0727 1.41 0.41 -1.16
H -3.3356 6.4938 -3.1807 -0.17 -1.63 0.88
H -4.9759 3.9485 -3.8818 1.55 1.04 -0.24
H -4.3385 5.2994 -4.9721 0.46 -1.04 1.42
H -3.2367 3.8870 -4.5283 -0.96 1.01 0.64
H -5.6656 6.0272 -2.3566 1.40 -0.84 0.88
H -4.5980 6.0351 -0.8286 -0.31 -1.00 -1.32
H -5.1808 4.4000 -1.6569 0.58 1.65 0.23
H 4.1960 3.3593 -2.5521 -1.94 -0.75 -0.46
H 4.5287 -0.0599 -3.1070 -1.00 0.82 1.64
H 3.5148 -0.5966 -1.6581 0.67 1.76 -0.72
H 6.1524 0.5177 -1.5966 -1.63 0.74 0.60
H 5.2493 2.0795 -1.2368 -0.35 -1.65 -0.03
H 5.5989 -1.7788 0.1533 -0.51 1.52 1.38
H 5.4055 -2.2745 2.8551 -0.33 1.74 -1.01
H 4.7716 -0.3963 4.5926 0.07 0.62 -1.96
H 4.2805 2.1935 3.6364 0.49 -1.65 -1.29
H 4.4587 2.6775 0.9982 0.38 -1.90 0.83
C -4.9938 9.4580 2.7927 0.20 0.10 0.07
C -5.2531 8.0293 2.3603 -0.06 0.22 0.09
O -4.0685 7.4330 1.8113 -0.16 -0.26 -0.49
C -3.1110 6.8333 2.5436 0.90 -0.31 -0.02
C -3.1005 7.0303 4.0335 -0.38 -0.42 0.45
O -2.2298 6.2086 1.9953 -0.89 0.74 0.54
H -4.2444 9.5072 3.5854 -0.11 -0.03 0.03
H -5.9122 9.9241 3.1556 0.04 -0.04 -0.03
H -4.6073 10.0452 1.9556 -0.13 -0.09 0.02
H -5.6670 7.4147 3.1635 0.14 0.03 0.00
H -5.9969 8.0269 1.5583 0.28 -0.16 -0.03
H -2.4515 7.8720 4.2797 -0.05 -0.04 -0.02
H -2.7071 6.1241 4.4989 0.17 0.19 -0.17
H -4.0876 7.1895 4.4630 0.04 0.22 -0.02
C -0.2819 -9.4899 1.2574 -0.02 -0.07 0.25
C -0.3240 -8.0483 0.7932 0.18 -0.31 -0.11
O -0.8557 -7.1914 1.8166 -0.40 0.53 -0.07
C -0.1249 -6.6501 2.8059 0.04 0.10 0.61
C 1.2598 -7.1715 3.0606 0.54 0.35 -0.34
O -0.6126 -5.8035 3.5296 -0.02 -0.70 -0.69
H 0.3777 -9.6146 2.1186 0.06 0.00 -0.11
H 0.0685 -10.1431 0.4557 -0.02 0.06 0.02
H -1.2764 -9.8186 1.5708 0.05 0.05 -0.13
H 0.6472 -7.6891 0.4450 -0.07 0.03 0.12
H -1.0044 -7.9657 -0.0592 -0.01 0.21 0.26
H 1.2150 -7.9522 3.8214 0.02 0.06 -0.03
H 1.8768 -6.3476 3.4263 -0.20 -0.16 0.23
H 1.7572 -7.5529 2.1712 -0.11 -0.19 0.04
C 1.0438 -3.4512 7.2693 0.23 0.08 0.09
C 0.7989 -4.8796 6.8273 -0.19 0.28 0.04
O 1.9878 -5.4548 6.2637 -0.06 -0.32 -0.44
C 2.9599 -6.0470 6.9796 0.75 -0.20 -0.14
C 2.9829 -5.8637 8.4710 -0.34 -0.44 0.46
O 3.8452 -6.6548 6.4168 -0.86 0.49 0.12
H 1.7992 -3.3987 8.0562 -0.11 -0.01 0.04
H 0.1226 -2.9999 7.6434 0.03 -0.04 -0.04
H 1.4159 -2.8524 6.4337 -0.14 -0.09 0.01
H 0.3994 -5.5062 7.6286 0.16 0.02 0.02
H 0.0485 -4.8848 6.0311 0.32 -0.18 -0.07
H 3.6225 -5.0153 8.7186 -0.05 -0.04 -0.02
H 3.3937 -6.7686 8.9241 0.17 0.20 -0.16
H 1.9981 -5.7225 8.9117 0.03 0.23 -0.03
C 6.1282 0.1583 -8.8401 -0.08 0.22 0.06
C 6.4138 -1.0169 -7.9276 -0.08 0.11 -0.24
O 6.7628 -0.5730 -6.6077 0.41 -0.27 0.28
C 5.8704 -0.2888 -5.6437 -0.09 0.39 0.56
C 4.4211 -0.1367 -6.0120 -0.40 -0.54 0.03
O 6.2468 -0.0835 -4.5080 0.11 -0.25 -0.96
H 5.2734 0.7399 -8.4891 -0.02 -0.10 -0.06
H 5.9201 -0.1837 -9.8560 0.02 0.00 0.06
H 6.9839 0.8380 -8.8652 -0.02 -0.15 -0.03
H 5.5912 -1.7355 -7.8964 -0.02 0.13 0.08
H 7.2828 -1.5623 -8.3068 -0.02 0.10 0.32
H 4.2095 0.9153 -6.2103 0.01 -0.05 0.01
H 3.8121 -0.4736 -5.1695 0.09 0.23 -0.01
H 4.1190 -0.7396 -6.8658 0.04 0.18 -0.12
```
Positions in Å, forces in eV/Å.

Structure (SMILES) = CCCc1c(CC=O)c2c(c(CC(=O)F)c1/C(Cl)=C(\C)Cl)C(=O)c1c(OC[C@@H](C)C(C)C)c(Br)cc(CCc3ccccc3)c1C2=O.CCOC(C)=O.CCOC(C)=O.CCOC(C)=O.CCOC(C)=O
Gap between HOMO and LUMO = 7.061 eV
Lowest unoccupied orbital energy = -1.37 eV
Total charge = 0

Löwdin population analysis, charges in e, atoms 1 to 4: -0.109, -0.223, -0.147, -0.032



| no. | calculated total energy (Eh) |
| --- | --- |
| 1 | -3236.2440 |
| 2 | -6671.4085 |